(1)
This record from the Open Molecules 2025 dataset describes an isolated molecule of C7H16SSi in a non-equilibrium geometry. The level of theory is ωB97M-V/def2-TZVPD.

## Properties
SMILES = C/C=C(\SC)[Si](C)(C)C
ΔE to the lowest compared entry with this formula, charge and spin = 32.3 kcal/mol
spin multiplicity = 1
electronic energy = -26229.9969 eV
charge = 0
maximum force = 4.075 eV Å⁻¹
LUMO level = 0.81 eV
orbital gap = 9.2 eV

Each line ends with the Mulliken charge.
Cartesian coordinates (Å):
C  1.84  1.59  -2.05  -1.22
C  1.43  0.62  -1.01  0.09
C  0.21  0.27  -0.70  -0.13
S  -1.33  1.26  -1.46  -0.13
C  -1.63  2.74  -0.41  -0.77
Si  -0.28  -0.98  0.63  0.26
C  0.56  -2.68  0.34  -1.09
C  0.11  0.18  2.10  -1.12
C  -2.13  -1.19  0.82  -0.90
H  2.02  2.62  -1.83  0.31
H  2.63  1.04  -2.49  0.33
H  0.91  1.73  -2.63  0.32
H  2.17  0.03  -0.52  0.36
H  -2.50  2.54  0.20  0.26
H  -1.71  3.61  -0.96  0.39
H  -0.71  2.80  0.23  0.20
H  1.64  -2.77  0.35  0.39
H  0.40  -3.12  1.30  0.31
H  0.11  -3.11  -0.55  0.31
H  -0.42  1.08  1.90  0.30
H  -0.34  -0.21  3.08  0.32
H  1.11  0.19  2.38  0.39
H  -2.63  -0.22  0.56  0.25
H  -2.61  -1.98  0.17  0.30
H  -2.44  -1.33  1.93  0.28

=====

(2)
This record from the Open Molecules 2025 dataset describes an isolated molecule of C4H7N3 in a non-equilibrium geometry. The level of theory is ωB97M-V/def2-TZVPD.

## Properties
SMILES = [H]/N=C(\C#N)NCC
ΔE to the lowest compared entry with this formula, charge and spin = 13.3 kcal/mol
spin multiplicity = 1
electronic energy = -8731.1019 eV
charge = 0
maximum force = 1.295 eV Å⁻¹
LUMO level = 0.78 eV
orbital gap = 10.5 eV

Each line ends with the Mulliken charge.
Cartesian coordinates (Å):
H  -3.00  0.13  -0.13  0.23
N  -2.00  0.28  -0.20  -0.65
C  -1.30  -0.62  0.36  0.58
C  -1.95  -1.69  1.12  0.09
N  -2.68  -2.41  1.67  -0.37
N  0.06  -0.60  0.20  -0.24
C  0.55  0.55  -0.56  -0.24
C  2.04  0.53  -0.83  -1.24
H  0.68  -1.12  0.80  0.25
H  -0.01  0.56  -1.50  0.28
H  0.27  1.47  -0.04  0.27
H  2.34  -0.35  -1.41  0.34
H  2.64  0.58  0.08  0.35
H  2.29  1.41  -1.43  0.35

=====

(3)
This record from the Open Molecules 2025 dataset describes a structure of composition C49H75BaN10O3PSSeSi4Te in a non-equilibrium geometry. The level of theory is ωB97M-V/def2-TZVPD.

## Properties
ΔE to the lowest compared entry with this formula, charge and spin = 0.0 kcal/mol
spin multiplicity = 1
electronic energy = -198051.9685 eV
charge = 0
maximum force = 2.653 eV Å⁻¹
LUMO level = -0.26 eV
orbital gap = 5.6 eV

Each line ends with the Mulliken charge.
Cartesian coordinates (Å):
Ba  0.99  1.32  -0.44  1.08
O  -2.95  -3.26  -4.52  -0.75
C  -3.47  -2.77  -3.50  0.33
O  -4.48  -3.07  -2.86  -0.73
C  -2.60  -1.66  -2.85  -1.09
C  -2.81  -1.24  -1.55  -0.47
C  -1.93  -0.33  -0.97  1.13
N  -0.97  0.22  -1.73  0.55
C  -0.74  -0.17  -3.00  -0.18
C  -1.54  -1.13  -3.58  -0.66
C  0.44  0.38  -3.77  0.08
C  0.48  0.26  -5.16  -1.04
C  1.64  0.58  -5.84  -0.32
C  2.74  1.05  -5.13  -1.11
C  2.60  1.23  -3.77  -0.78
N  1.48  0.91  -3.12  1.62
C  -2.07  0.12  0.49  -0.25
C  -3.37  0.03  1.03  -1.19
C  -3.62  0.66  2.23  -0.59
C  -2.62  1.43  2.84  -1.35
C  -1.45  1.64  2.13  -0.71
N  -1.23  1.05  0.95  1.14
H  -3.63  -1.69  -1.02  0.40
H  -1.39  -1.54  -4.57  0.81
H  -0.39  -0.11  -5.70  0.66
H  1.70  0.45  -6.91  0.50
H  3.67  1.28  -5.63  0.51
H  3.41  1.64  -3.17  0.53
H  -4.14  -0.56  0.54  0.89
H  -4.60  0.57  2.69  0.42
H  -2.78  1.91  3.79  0.57
H  -0.68  2.32  2.49  0.47
C  3.87  2.55  3.21  -1.06
N  2.83  1.59  3.49  0.43
C  1.92  1.63  4.54  -0.76
C  1.07  0.59  4.38  -0.30
N  1.47  -0.08  3.25  1.12
C  2.53  0.53  2.69  -0.44
S  3.38  0.08  1.29  -0.25
H  3.99  3.19  4.09  0.32
H  3.60  3.16  2.34  0.35
H  4.80  2.03  3.00  0.38
H  1.98  2.38  5.31  0.47
H  0.25  0.25  4.98  0.33
H  0.94  -0.84  2.77  -0.75
O  1.30  3.69  0.10  -0.31
P  0.67  4.91  -0.50  -1.22
N  1.70  5.69  -1.54  0.21
C  2.73  6.60  -1.02  -0.85
C  3.97  5.72  -0.80  -0.56
C  3.81  4.57  -1.82  -0.30
C  2.43  4.81  -2.47  -0.42
N  0.26  6.01  0.67  0.32
C  -1.12  6.33  1.05  -0.47
C  -1.34  5.62  2.39  -0.37
C  0.09  5.40  2.96  0.11
C  1.03  6.02  1.92  -0.83
N  -0.60  4.53  -1.47  1.01
C  -1.72  3.62  -1.10  0.45
C  -2.79  3.95  -2.14  -0.51
C  -2.58  5.43  -2.44  -0.84
C  -1.06  5.56  -2.45  -0.55
H  2.39  7.13  -0.14  0.42
H  2.93  7.35  -1.80  0.44
H  3.96  5.32  0.22  0.03
H  4.89  6.27  -0.93  0.44
H  3.84  3.61  -1.32  -0.08
H  4.60  4.57  -2.57  0.56
H  1.87  3.90  -2.67  -0.09
H  2.53  5.34  -3.42  0.47
H  -1.82  6.03  0.27  -0.01
H  -1.20  7.42  1.16  0.48
H  -1.84  4.66  2.24  -0.08
H  -1.96  6.21  3.06  0.44
H  0.30  4.33  3.06  -0.53
H  0.22  5.85  3.94  0.58
H  1.96  5.47  1.81  0.25
H  1.27  7.06  2.18  0.43
H  -2.06  3.81  -0.08  -0.20
H  -1.46  2.56  -1.16  -0.54
H  -3.79  3.73  -1.77  0.48
H  -2.63  3.35  -3.04  0.26
H  -3.01  6.05  -1.66  0.24
H  -3.02  5.74  -3.39  0.44
H  -0.71  6.55  -2.16  0.36
H  -0.65  5.34  -3.43  0.42
C  -0.59  -7.34  3.65  -1.06
Si  -0.23  -5.96  2.41  0.49
C  -0.56  -6.58  0.67  -0.93
C  1.61  -5.57  2.55  -0.94
Si  -1.50  -4.03  2.78  -0.05
Te  -0.46  -2.37  1.28  -0.70
Si  -1.19  -3.29  4.98  0.36
C  0.66  -3.16  5.33  -1.13
C  -1.96  -1.58  5.21  -0.34
C  -1.95  -4.43  6.27  -1.12
Si  -3.74  -4.44  2.26  0.58
C  -4.33  -5.94  3.24  -1.10
C  -4.84  -2.99  2.79  -0.74
C  -3.98  -4.79  0.44  -0.86
H  0.03  -8.22  3.42  0.36
H  -1.63  -7.66  3.65  0.28
H  -0.34  -7.03  4.67  0.23
H  0.12  -7.40  0.43  0.37
H  -0.42  -5.78  -0.05  0.21
H  -1.58  -6.96  0.56  0.24
H  2.19  -6.47  2.33  0.40
H  1.88  -5.24  3.56  0.24
H  1.90  -4.79  1.85  0.19
H  1.22  -2.82  4.46  0.27
H  1.06  -4.13  5.62  0.36
H  0.85  -2.46  6.16  0.38
H  -1.75  -0.94  4.34  -0.52
H  -1.57  -1.09  6.11  0.48
H  -3.05  -1.65  5.30  0.36
H  -1.58  -5.46  6.16  0.26
H  -3.04  -4.45  6.19  0.28
H  -1.69  -4.09  7.28  0.37
H  -4.23  -5.80  4.32  0.25
H  -3.77  -6.84  2.96  0.23
H  -5.38  -6.13  3.02  0.38
H  -4.63  -2.70  3.83  0.23
H  -5.89  -3.29  2.72  0.49
H  -4.69  -2.12  2.16  -0.13
H  -3.65  -5.80  0.20  0.36
H  -3.46  -4.10  -0.23  0.12
H  -5.05  -4.73  0.18  0.37
C  4.60  -1.61  -3.24  -1.02
N  3.44  -2.06  -3.97  0.52
C  2.26  -2.42  -3.40  -0.73
Se  1.73  -2.41  -1.65  -0.23
N  1.44  -2.81  -4.42  0.22
C  2.09  -2.72  -5.63  0.16
C  1.69  -2.99  -6.93  -0.79
C  2.62  -2.76  -7.94  -0.60
C  3.90  -2.28  -7.66  -0.63
C  4.30  -2.01  -6.35  -0.60
C  3.37  -2.24  -5.35  0.81
H  4.26  -1.30  -2.25  0.18
H  5.06  -0.77  -3.76  0.40
H  5.32  -2.41  -3.13  0.32
H  0.52  -3.17  -4.24  0.26
H  0.70  -3.37  -7.14  0.53
H  2.35  -2.97  -8.97  0.41
H  4.60  -2.12  -8.47  0.41
H  5.29  -1.65  -6.13  0.47